# C31H54N2O10S7

A 4-piece molecular cluster, C31H54N2O10S7 overall in a non-equilibrium geometry (ωB97M-V/def2-TZVPD, the Open Molecules 2025 dataset).

```
104
Properties=species:S:1:pos:R:3:mulliken_charge:R:1
S -0.80 0.74 -2.09 -0.06
S -1.72 1.44 0.69 -0.19
S -1.81 -2.44 8.55 -0.22
S 1.50 -2.09 -5.03 1.11
S -0.17 2.18 6.82 -0.09
S -3.13 1.03 -6.75 1.23
S 2.94 -4.21 1.72 1.24
O 2.51 -3.47 2.88 -0.61
O -4.16 1.84 -7.69 -0.27
O 2.46 -1.85 -6.08 -0.67
O 1.90 -2.45 -3.69 -0.54
O -1.81 1.11 -7.32 -0.65
O 0.42 -3.18 -5.56 -0.23
O 2.21 -5.34 1.23 -0.62
O 4.49 -4.63 1.92 -0.31
O -3.71 -0.23 -6.39 -0.63
O -2.16 -1.31 6.01 -0.41
N -0.18 -3.78 5.04 -0.71
N -0.17 3.21 -0.91 0.44
C -0.05 2.84 8.57 -0.40
C 0.40 -0.71 -4.93 -0.74
C 4.85 -5.38 3.08 -0.29
C -3.15 6.74 -0.85 -0.36
C -1.57 5.08 -2.28 -0.06
C -1.59 -2.44 6.67 -0.37
C 1.34 -5.33 -4.87 -0.99
C -4.26 1.47 -9.07 -0.33
C 2.33 3.44 -4.18 -0.93
C -0.11 -2.87 6.24 -0.20
C -1.35 -0.15 5.84 0.01
C 1.05 3.27 -3.33 0.48
C -1.74 4.83 0.35 -0.13
C -1.13 4.33 -1.01 0.34
C -0.51 0.78 1.94 -0.44
C -0.45 0.32 7.07 -0.92
C 4.39 -6.83 2.97 -0.99
C 3.72 3.79 -1.85 -0.57
C -2.57 6.27 -2.20 -0.62
C -3.21 2.10 -5.35 -0.78
C 3.18 -3.08 0.38 -1.07
C 3.66 3.72 -3.42 -0.33
C 0.89 -4.44 -6.02 -0.38
C -0.47 -0.13 4.46 -0.19
C 1.00 3.33 -1.78 -0.23
C -1.32 0.65 3.34 -0.83
C -2.74 6.00 0.47 -0.58
C 2.38 3.59 -1.06 -0.26
C -0.79 1.89 -0.89 0.00
C -5.00 0.16 -9.25 -0.99
C 1.12 2.13 9.42 -0.85
H 2.16 2.38 9.01 0.24
H -1.01 -3.52 4.48 0.26
H 4.64 3.89 -3.99 0.31
H 5.94 -5.35 3.14 0.27
H 2.43 3.67 0.07 0.32
H 0.55 -5.42 -4.12 0.26
H -1.17 4.78 -3.30 0.16
H 0.96 0.13 -4.50 0.35
H 4.46 -4.91 3.98 0.29
H 3.68 -3.60 -0.43 0.36
H 0.96 0.99 9.53 0.21
H -2.80 3.08 -5.62 0.31
H 0.19 3.96 8.57 0.31
H -2.25 -3.34 6.36 0.43
H -3.86 7.63 -0.79 0.30
H 3.76 -2.23 0.73 0.37
H -1.44 4.32 1.34 0.25
H 0.06 -0.45 -5.93 0.31
H -0.43 -0.97 -4.28 0.23
H -5.16 -0.06 -10.31 0.39
H 2.21 -4.92 -4.36 0.29
H 3.30 -6.90 2.97 0.31
H 1.70 -4.31 -6.75 0.33
H -4.25 2.19 -5.03 0.41
H 1.60 -6.33 -5.23 0.39
H -4.81 2.26 -9.57 0.27
H -2.87 6.83 -3.16 0.31
H 0.70 -3.61 4.52 0.24
H -1.05 2.66 9.13 0.27
H 0.63 -2.01 6.08 0.24
H -0.14 -0.26 1.65 0.30
H -2.61 1.65 -4.55 0.16
H 0.06 -4.92 -6.54 0.26
H 4.75 -7.28 2.04 0.26
H -2.32 0.12 3.12 0.38
H 4.77 -7.41 3.82 0.39
H -5.97 0.19 -8.75 0.26
H 0.54 0.37 4.69 0.32
H -1.56 1.71 3.72 0.34
H -4.45 -0.68 -8.82 0.30
H -3.26 1.42 -9.53 0.31
H 0.60 -0.13 7.11 0.26
H -3.14 6.33 1.49 0.33
H -0.34 -1.21 4.08 0.00
H 4.69 4.00 -1.29 0.32
H 2.19 -2.74 0.05 0.39
H -0.98 0.25 8.10 0.47
H -2.10 0.72 5.68 0.44
H 0.31 -3.52 7.10 0.38
H 0.06 3.08 -3.88 0.24
H 0.37 1.52 2.00 0.33
H 1.11 2.53 10.50 0.33
H -0.64 -1.93 9.13 0.11
H 2.34 3.37 -5.32 0.36
```

Computed properties:
SMILES string = CCSC[C@@H](CCCSC(=S)N(c1ccccc1)c1ccccc1)O[C@H](S)CN.CCOS(C)(=O)=O.CCOS(C)(=O)=O.CCOS(C)(=O)=O
total energy = -4862.39149 Eh



# C29H25BaINO3S

C29H25BaINO3S as an isolated structure (ωB97M-V/def2-TZVPD, the Open Molecules 2025 dataset).

```
61
Properties=species:S:1:pos:R:3:mulliken_charge:R:1
Ba -0.46 1.27 1.02 1.37
I -1.23 1.33 -2.52 0.10
S 2.32 -0.13 0.81 -0.55
O -1.32 -1.35 0.35 -0.63
O 0.74 2.13 3.11 -0.78
O -0.11 0.12 3.40 -0.71
N -3.59 1.11 0.23 -0.12
C -0.96 -3.76 1.66 -1.36
C 0.71 -2.58 -3.04 -1.77
C 0.91 -7.26 -1.38 -1.50
C 4.13 -0.10 5.05 -0.54
C -0.39 -4.12 0.32 0.70
C 2.26 0.37 3.60 0.52
C -0.78 4.25 -1.82 0.45
C 0.43 -3.53 -1.91 0.83
C 0.76 -4.87 -2.11 -0.56
C -0.80 3.78 -0.46 -0.45
C -0.72 5.13 -4.53 -0.43
C -0.65 4.77 0.49 -0.35
C -0.03 -5.43 0.07 -0.87
C -0.93 3.36 -2.92 0.32
C -0.60 5.62 -2.16 0.95
C -4.70 1.32 0.44 0.20
C 4.26 -0.56 2.70 -0.56
C -0.47 6.14 0.18 -0.91
C -0.49 -1.74 -0.45 0.03
C -6.10 1.62 0.69 -0.81
C 4.84 -0.56 3.96 -0.46
C 0.53 -5.83 -1.13 0.88
C 0.87 0.91 3.43 -0.20
C 2.83 0.37 4.86 -0.39
C -0.16 -3.16 -0.69 0.74
C -0.57 6.03 -3.52 -0.87
C 2.96 -0.09 2.48 0.63
C -0.44 6.56 -1.12 -0.76
C -0.91 3.76 -4.23 -0.71
H 0.41 -1.55 -2.86 0.15
H 4.57 -0.10 6.04 0.36
H -0.29 7.61 -1.37 0.31
H 4.82 -0.92 1.84 0.36
H 0.37 -7.67 -2.24 0.33
H 1.20 -5.16 -3.06 0.42
H -6.23 1.92 1.73 0.27
H 1.78 -2.57 -3.27 0.38
H 1.97 -7.36 -1.59 0.33
H 0.10 -1.01 -1.03 0.03
H -0.43 7.08 -3.74 0.31
H 2.26 0.74 5.70 0.39
H -0.19 -6.17 0.85 0.24
H -6.71 0.74 0.49 0.28
H 0.68 -7.89 -0.52 0.34
H -0.88 -4.62 2.33 0.36
H -6.42 2.43 0.04 0.27
H -2.01 -3.47 1.59 0.25
H -0.67 4.52 1.55 0.20
H 5.85 -0.93 4.08 0.33
H 0.19 -2.91 -3.94 0.38
H -0.44 -2.91 2.11 0.25
H -0.35 6.86 0.98 0.33
H -0.70 5.44 -5.56 0.36
H -1.03 3.04 -5.03 0.36
```

Computed properties:
charge = -1
total energy = -2122.08083 Eh
energy above the lowest of the compared OMol25 structures with the same formula, charge and spin = 12.0 kcal per mole



# C14H32MnN6O6S

C14H32MnN6O6S as an isolated structure in a non-equilibrium geometry (ωB97M-V/def2-TZVPD, the Open Molecules 2025 dataset).

```
60
Properties=species:S:1:pos:R:3:mulliken_charge:R:1
Mn -0.23 -1.73 -1.10 -1.15
S -0.76 1.45 -0.51 -0.36
O 0.98 -4.56 -2.99 -0.73
O -0.16 -1.35 1.76 -0.58
O 1.98 -1.67 0.74 -0.75
O -2.24 -0.43 -2.60 -0.62
O -0.01 -0.27 -3.58 -0.72
O -0.85 -2.95 -2.37 -0.65
N -0.88 -1.49 0.67 0.53
N 0.62 -0.84 -2.60 1.12
N 1.58 -1.59 -0.48 1.08
N 0.07 1.65 2.02 0.31
N -0.16 3.64 0.86 -0.22
N -1.88 -0.89 -1.41 1.09
C -0.23 2.29 0.88 0.14
C 0.76 1.90 4.38 -1.21
C 2.51 -1.32 -1.41 0.22
C -0.81 4.44 1.92 -0.10
C 3.95 -1.39 -1.09 -1.50
C 0.63 -4.55 -0.73 -0.53
C 2.71 -0.70 -3.88 -1.60
C 1.14 2.12 2.94 -0.68
C 1.96 -0.93 -2.67 0.34
C -0.64 5.91 1.64 -1.35
C -4.07 -0.15 -0.58 -1.56
C -2.17 -1.15 0.81 0.87
C -2.76 -0.79 2.12 -1.72
C -2.79 -0.83 -0.42 0.24
H 1.33 3.17 2.71 0.54
H 4.55 -1.26 -1.97 0.46
H -0.38 4.16 2.88 0.15
H 0.41 6.19 1.62 0.32
H -3.80 -1.16 2.11 0.55
H -2.82 0.30 2.30 0.21
H -1.88 4.18 1.95 0.26
H -4.50 -0.35 -1.57 0.41
H 4.20 -2.36 -0.67 0.30
H -4.75 -0.52 0.18 0.41
H 2.06 1.57 2.70 0.34
H -2.22 -1.26 2.94 0.41
H -0.37 4.00 -0.07 0.37
H 0.81 0.84 4.64 0.35
H -1.13 6.50 2.41 0.40
H 0.12 -3.95 -2.91 0.43
H 1.45 -4.75 -1.42 0.44
H 2.70 -1.61 -4.50 0.28
H 1.45 2.44 5.03 0.37
H 4.28 -0.62 -0.36 0.30
H 0.02 0.62 1.95 -0.09
H 2.26 0.11 -4.48 0.37
H -1.24 -0.30 -3.08 0.44
H -0.26 2.26 4.59 0.30
H -3.95 0.93 -0.44 0.26
H 0.73 -4.44 0.36 0.28
H -0.40 -4.79 -1.05 0.32
H -1.09 6.18 0.68 0.36
H 3.76 -0.45 -3.71 0.44
H 0.89 -5.42 -3.49 0.26
H -1.37 -2.47 -3.10 0.32
H 0.88 -1.57 1.44 0.53
```

Computed properties:
expectation value of S² = 6.2733
2S+1 = 5
charge = +1
total energy = -2881.23171 Eh
energy above the lowest of the compared OMol25 structures with the same formula, charge and spin = 16.5 kcal per mole



# CH2F3N2

An isolated ion of composition CH2F3N2 and charge +1 in a non-equilibrium geometry (ωB97M-V/def2-TZVPD, the Open Molecules 2025 dataset).

```
8
Properties=species:S:1:pos:R:3:mulliken_charge:R:1
F -1.68 1.89 0.09 -0.12
F -3.72 0.29 -0.09 -0.05
F -2.42 -1.50 0.16 -0.11
N -2.50 -0.20 -0.23 0.40
N -0.21 -0.01 0.05 -0.30
C -1.43 0.46 -0.06 0.57
H 0.09 -1.06 0.23 0.35
H 0.47 0.67 -0.13 0.26
```

Computed properties:
SMILES string = NC(F)=[N+](F)F
charge = +1
total energy = -447.92583 Eh
energy above the lowest of the compared OMol25 structures with the same formula, charge and spin = 15.8 kcal per mole



Which of these has the highest total energy? CH2F3N2